(1)
The following is a quantum chemistry calculation of the molecule C5H8N2S, from the Open Molecules 2025 dataset.

Output
**Lowest unoccupied orbital energy**: 0.73 eV
**SMILES**: [H]/N=C/N1C=C(C)CS1
**Max |F|**: 1.3 eV/A
**ΔE to the lowest compared entry with this formula, charge and spin**: 133.7 kJ/mol
**HOMO level**: -7.5 eV
**Orbital gap**: 8.2 eV
**E**: -702.97909 Eh

CARTESIAN COORDINATES (ANGSTROEM)
H  3.7063  -1.2929  -0.0185
N  2.7075  -1.3359  0.0037
C  2.1950  -0.1539  0.0038
N  0.8560  0.0539  -0.0004
C  -0.1166  -0.9518  0.0019
C  -1.3927  -0.5381  0.0031
C  -2.6093  -1.4171  -0.0061
C  -1.5515  0.9663  0.0017
S  0.1382  1.6459  -0.0015
H  2.7676  0.7744  0.0003
H  0.2223  -1.9867  -0.0262
H  -2.3391  -2.4677  -0.0001
H  -3.2383  -1.2209  0.8968
H  -3.2137  -1.2100  -0.8723
H  -2.1059  1.3090  0.8789
H  -2.1046  1.3021  -0.8836

Atomic forces in eV per Å
H 0.59 0.13 0.04
N -1.11 0.76 -0.02
C 0.73 -0.84 -0.05
N -0.58 -0.08 0.04
C -0.70 -0.02 -0.10
C 0.76 -0.28 0.03
C 0.10 0.43 1.06
C -0.23 -0.11 -0.09
S 0.06 -0.24 0.02
H 0.04 0.02 -0.01
H 0.02 0.39 0.07
H 0.05 -0.11 -0.04
H 0.38 -0.13 -0.61
H -0.36 0.04 -0.42
H 0.09 0.03 0.04
H 0.15 0.00 0.06

(2)
The following is a quantum chemistry calculation of the molecule C2HN2OP, from the Open Molecules 2025 dataset.

Output
**Lowest unoccupied orbital energy**: -1.42 eV
**SMILES**: N#CP(O)C#N
**Max |F|**: 5.1 eV/A
**ΔE to the lowest compared entry with this formula, charge and spin**: 94.0 kJ/mol
**HOMO level**: -12.0 eV
**Orbital gap**: 10.5 eV
**E**: -602.85536 Eh

CARTESIAN COORDINATES (ANGSTROEM)
N  -1.8621  -0.6094  0.9039
C  -0.9954  0.1213  0.7779
P  0.5390  0.8299  0.7307
O  1.2367  -0.9496  0.5656
C  0.3321  1.0251  -1.1088
N  0.2346  1.1292  -2.2527
H  0.5150  -1.5465  0.3834

Atomic forces in eV per Å
N -1.24 -0.52 0.13
C -1.88 -0.35 0.61
P 3.18 -3.21 -2.28
O 0.13 3.91 0.77
C 0.41 0.32 0.54
N 0.02 0.01 0.42
H -0.63 -0.16 -0.19

(3)
The following is a quantum chemistry calculation of the molecule C4H4N2O2, from the Open Molecules 2025 dataset.

Output
**Lowest unoccupied orbital energy**: -0.65 eV
**SMILES**: [H]/N=c1/cc(O)cno1
**Max |F|**: 5.2 eV/A
**ΔE to the lowest compared entry with this formula, charge and spin**: 406.5 kJ/mol
**HOMO level**: -8.7 eV
**Orbital gap**: 8.1 eV
**E**: -414.69135 Eh

CARTESIAN COORDINATES (ANGSTROEM)
H  2.1031  -1.6440  -1.7611
N  2.3161  -0.7507  -1.2701
C  1.1560  -0.4822  -0.6431
C  0.8571  0.5984  0.2538
C  -0.4432  0.6261  0.6723
O  -0.7600  1.3987  1.6705
C  -1.4971  -0.0637  0.0884
N  -1.2609  -0.9517  -0.8545
O  0.1014  -1.3031  -1.1052
H  1.7230  1.0907  0.7719
H  -1.7972  1.6185  1.6346
H  -2.4983  -0.1371  0.5426

Atomic forces in eV per Å
H 0.47 0.80 -0.06
N -3.47 0.05 2.58
C 3.23 -1.01 -3.71
C -0.07 -1.13 0.79
C 2.78 1.16 -0.03
O -4.06 2.59 2.01
C 0.03 -3.72 -2.76
N 0.37 -0.15 1.49
O -1.74 1.79 0.80
H -1.30 -0.28 -0.71
H 3.47 -0.70 0.33
H 0.29 0.62 -0.71

Q: Among the records above, which one has the lowest lowest unoccupied orbital energy?
A: C2HN2OP

Q: Which of these has the highest orbital gap?
A: C2HN2OP

Q: What is the lowest unoccupied orbital energy in the first record?
A: 0.73 eV